Record 1
Here is a structure of composition C8H21FeGeN3O4Se from OMol25. Energies are from ωB97M-V with the def2-TZVPD basis set.

```
39
Properties=species:S:1:pos:R:3:forces:R:3
Fe -3.1387 -1.8409 -0.6977 2.5 0.1 -0.1
N -1.9206 -2.1669 -2.7368 -0.5 -0.5 0.4
C -1.3144 -0.8646 -3.0488 0.3 0.7 0.7
C -1.3655 0.0077 -1.7504 1.0 -0.7 -1.4
O -0.3590 0.5719 -1.3500 -0.3 0.3 -0.2
O -2.5076 0.0027 -1.1945 -1.8 -0.6 1.3
H -1.1936 -2.8000 -2.4017 -0.2 0.1 -0.1
H -2.3244 -2.5804 -3.5733 0.1 0.0 0.2
H -1.9012 -0.3577 -3.8166 0.0 -0.1 0.1
H -0.2759 -0.9528 -3.3779 -0.2 0.0 0.0
N -3.3156 -3.9279 0.8850 0.0 0.3 -0.2
N -2.0324 -4.0223 1.4728 -0.4 -0.4 0.1
C -1.0945 -3.0311 1.2544 -0.2 -0.1 0.0
O -0.0792 -2.9889 1.9273 0.1 -0.3 0.3
O -1.3744 -2.2157 0.3045 -1.2 0.5 -1.0
H -4.0234 -3.7615 1.6012 0.1 -0.1 -0.1
H -3.5314 -4.8047 0.4099 0.0 0.2 0.1
H -1.8898 -4.6435 2.2625 -0.1 0.2 -0.2
C 2.5424 2.2757 -1.6612 -0.1 0.1 0.6
Ge 2.1161 2.4374 0.2659 0.2 0.0 0.2
C 0.3278 3.2397 0.5683 0.5 -0.3 -0.1
C 3.5330 3.3596 1.3223 -0.5 -0.2 -0.4
C 2.2348 0.5378 1.0919 -0.1 0.5 -0.3
Se 0.8087 -0.6627 0.7232 0.7 0.4 0.2
C -0.4820 0.1063 1.9279 -0.2 0.0 0.1
H 2.3953 3.2354 -2.1490 0.0 0.1 0.0
H 1.8730 1.5552 -2.1183 -0.1 -0.1 0.0
H 3.5720 1.9696 -1.8226 0.1 0.0 0.1
H 0.3022 4.2150 0.0906 0.1 0.1 -0.1
H 0.1087 3.3855 1.6221 0.0 0.0 0.1
H -0.4398 2.6254 0.1098 -0.1 -0.1 0.0
H 3.6435 4.3806 0.9685 0.0 0.1 -0.1
H 4.4926 2.8612 1.2162 0.1 -0.1 -0.1
H 3.2831 3.3962 2.3799 -0.1 0.0 0.1
H 2.3363 0.6595 2.1697 -0.1 0.0 0.0
H 3.1487 0.0997 0.6966 0.0 -0.1 0.0
H -0.0858 1.0288 2.3408 0.0 0.0 0.0
H -0.6692 -0.6219 2.7118 0.1 -0.1 0.0
H -1.4001 0.2924 1.3754 0.1 0.0 -0.1
```
Positions in Å, forces in eV/Å.

Values from the calculation:
Multiplicity ... 6
DFT total energy ... -6524.4734 a.u.
Total charge ... +1
Expectation value of S² ... 8.76
HOMO-LUMO gap (spin up / spin down) ... 7.45 / 8.14 eV
Largest force on an atom ... 2.48 eV/Å

Record 2
Here is a cluster of 13 separate species, C72H71N11O28S2 in total from OMol25. Energies are from ωB97M-V with the def2-TZVPD basis set.

```
184
Properties=species:S:1:pos:R:3:forces:R:3
O 14.0782 17.8943 16.3941 -0.7 2.2 1.0
S 13.4834 19.1696 16.8508 0.6 -2.2 1.0
O 13.6567 19.6103 18.2328 -0.1 -0.3 -2.3
O 14.0517 20.3188 15.8737 -0.7 -1.2 1.9
C 14.4022 19.8675 14.5580 -0.4 1.3 -0.7
C 14.7406 21.2570 13.9635 0.5 -0.2 -0.1
C 11.7075 19.1225 16.5063 1.1 1.4 1.0
H 13.5257 19.3702 14.1477 0.0 0.0 -0.4
H 15.2166 19.1321 14.5968 0.0 0.5 0.0
H 15.5486 21.5834 14.6415 -0.1 0.3 -0.7
H 13.9345 22.0167 14.0331 0.2 -0.9 0.2
H 15.0666 21.2678 12.9156 0.1 -0.3 0.3
H 11.1902 18.4354 17.1930 0.4 0.2 -0.3
H 11.5621 18.9261 15.4619 -0.2 -0.2 -0.4
H 11.5014 20.1783 16.7557 -0.6 -0.5 -0.2
O 15.9764 13.9180 22.3645 0.2 0.1 -0.2
S 16.7078 14.9816 23.0222 -11.5 -0.6 3.6
O 16.1583 16.3047 22.9870 0.4 -0.2 -0.3
O 16.6696 14.6263 24.5780 0.5 0.0 -0.3
C 16.9442 13.2720 25.0367 0.4 0.0 1.6
C 15.7445 12.7704 25.8894 0.2 0.4 -1.3
C 18.1426 14.9564 22.5477 9.0 0.7 -3.2
H 17.8098 13.3908 25.7133 -0.2 -0.1 -0.3
H 17.2804 12.6366 24.2117 -0.6 -0.1 0.0
H 15.8941 11.8240 26.3968 0.4 -0.2 -0.2
H 14.8756 12.6968 25.2361 -0.2 -0.1 0.1
H 15.5101 13.4862 26.6627 0.0 0.4 0.1
H 18.0783 15.1967 21.4549 0.5 -0.3 0.8
H 18.6388 14.0037 22.7274 0.1 0.1 -0.2
H 18.6107 15.7806 23.0891 0.6 -0.1 -0.3
C 9.1692 11.1308 21.5389 -0.8 0.2 -1.0
C 8.4656 11.5925 20.4219 0.0 1.7 1.1
C 7.9659 12.9071 20.3672 0.3 -0.9 0.3
C 8.1710 13.6811 21.4857 -0.2 0.9 -0.4
C 8.7997 13.2095 22.6091 -0.6 2.2 0.5
C 9.2828 11.9599 22.6416 0.9 -1.7 -0.1
N 7.8268 15.1317 21.4280 0.0 0.1 0.3
O 7.5535 15.5525 20.3266 -0.1 0.2 0.1
O 7.8726 15.8198 22.4485 -0.1 -0.8 -0.7
H 9.6154 10.1513 21.5369 0.0 -0.2 0.1
H 8.3014 11.0825 19.5294 0.1 -1.5 -1.1
H 7.4772 13.2585 19.4683 0.1 0.2 0.2
H 8.9198 13.9296 23.4050 0.1 -0.2 0.3
H 9.8429 11.6072 23.4768 0.2 -0.1 0.6
C 12.5009 10.6622 18.4657 0.7 0.9 0.7
C 11.9291 10.3262 17.2537 0.7 -1.1 0.5
C 10.9533 11.1003 16.7224 -1.0 0.8 -0.1
C 10.6076 12.2329 17.4539 -1.2 0.5 -2.0
C 11.1994 12.6485 18.6029 0.0 0.3 0.7
C 12.1978 11.8392 19.1178 -0.4 0.0 -0.1
N 9.5659 13.1575 16.8294 1.2 -0.5 0.5
O 9.3196 13.0017 15.6402 -0.4 0.2 1.0
O 9.1536 14.0335 17.5659 -0.4 -0.2 -0.8
H 13.2746 10.1349 18.9770 0.4 -1.0 -0.3
H 12.2376 9.4245 16.7658 0.1 -0.4 -0.2
H 10.4142 10.8339 15.8193 0.2 0.2 0.1
H 10.8177 13.5343 19.0936 0.2 0.1 0.0
H 12.7321 12.0967 20.0164 0.0 0.1 0.2
C 8.8954 10.3553 28.0211 -0.6 -1.0 0.2
C 9.7804 10.4848 29.0833 -0.4 -1.6 0.6
C 10.8744 11.2790 29.0238 1.1 1.2 0.0
C 11.0616 11.9718 27.8690 0.1 1.8 -2.0
C 10.2255 11.8882 26.7638 -0.4 0.2 0.5
C 9.0955 11.0837 26.8684 0.6 -0.4 -0.7
N 12.1582 12.9995 27.7695 0.1 -0.2 -1.9
O 12.9322 13.0479 28.6929 0.2 0.5 0.1
O 12.2613 13.6750 26.7131 -0.2 -1.2 2.2
H 8.0761 9.5977 28.0657 0.7 0.9 0.1
H 9.7399 9.8412 29.9431 -0.6 -0.1 0.3
H 11.5786 11.5143 29.8037 -0.1 -0.5 0.4
H 10.4084 12.5139 25.9058 0.1 -0.1 -0.2
H 8.4930 10.8898 25.9855 -0.2 0.3 0.2
C 15.7258 9.4744 20.8762 -1.2 -1.0 0.4
C 14.6668 8.5317 20.9805 0.4 1.0 0.5
C 13.5332 8.8709 21.7612 1.1 -0.4 -1.3
C 13.5079 10.0763 22.3921 0.2 1.5 0.3
C 14.5370 11.0259 22.3173 -1.0 -1.1 -0.4
C 15.5782 10.7063 21.5103 1.7 0.4 -0.3
N 12.3164 10.4406 23.1579 0.5 -0.7 1.0
O 12.3539 11.4774 23.7779 -0.2 0.7 0.1
O 11.4178 9.6309 23.2490 -0.4 -0.2 -0.3
H 16.6655 9.2581 20.3814 -0.3 -0.1 -0.2
H 14.7100 7.5635 20.4848 0.1 0.3 0.1
H 12.6618 8.2563 21.8118 -0.2 -0.5 0.1
H 14.5836 11.9810 22.7783 -0.5 0.5 0.5
H 16.3357 11.4928 21.4583 0.0 -0.5 -0.2
C 8.7406 23.9732 24.3902 -0.7 1.6 -0.1
C 7.6331 23.2539 24.7981 -2.0 1.5 -0.2
C 7.6290 21.9058 24.8974 1.8 -1.2 -0.7
C 8.8799 21.3084 24.5784 0.2 0.3 0.1
C 10.0035 21.9896 24.1786 0.0 1.2 0.1
C 9.9134 23.4007 24.0972 1.4 -2.2 -0.4
N 9.0393 19.8659 24.6422 -0.9 0.1 0.0
O 10.0870 19.3597 24.3087 0.4 -0.4 -0.1
O 8.0629 19.2529 25.0159 -0.2 -0.7 0.2
H 8.6526 25.0369 24.1978 -0.2 0.0 0.3
H 6.7023 23.8406 24.8887 0.4 -0.6 0.2
H 6.7787 21.2709 25.0508 -0.2 0.1 0.3
H 10.9117 21.4551 23.9160 -0.2 0.1 0.2
H 10.7507 23.9735 23.7468 0.2 0.1 -0.1
C 13.8696 17.0553 26.5198 -0.1 -0.3 0.1
C 13.9434 17.5325 27.8125 0.0 -0.8 -0.6
C 13.4618 18.7645 28.1084 0.0 0.8 1.1
C 12.8669 19.5247 27.1317 -0.1 -0.1 1.1
C 12.7835 19.0998 25.8331 0.3 0.6 -0.5
C 13.3231 17.8690 25.5432 -0.1 -0.8 -1.0
N 12.2966 20.7915 27.5646 0.5 1.3 0.0
O 12.3711 21.1481 28.7403 -0.2 -0.7 -1.1
O 11.8612 21.4865 26.6647 -0.4 0.2 0.2
H 14.2163 16.0357 26.3694 -0.1 0.2 -0.5
H 14.3211 16.8814 28.5567 0.5 -0.3 0.8
H 13.5660 19.1656 29.1073 -0.2 0.0 0.0
H 12.4117 19.7338 25.0379 -0.2 -0.1 0.2
H 13.2400 17.5453 24.5109 0.2 -0.2 0.1
C 12.3358 15.6137 15.0077 -0.4 0.4 1.0
C 11.2156 15.0646 14.4114 -1.1 0.6 0.0
C 11.1941 14.8908 13.0368 0.5 -0.7 -0.1
C 12.3941 15.1169 12.4000 0.5 -0.1 -1.1
C 13.5872 15.5241 13.0089 -0.8 0.9 -0.9
C 13.4938 15.8790 14.3315 0.7 -0.4 -0.3
N 12.4371 14.9123 10.9160 -1.2 -1.0 0.5
O 11.3910 14.6012 10.3293 1.3 0.7 0.6
O 13.5329 14.9668 10.4221 0.2 0.2 -0.9
H 12.3883 15.9917 16.0155 -0.7 -0.4 0.5
H 10.2708 14.9253 14.9296 0.4 0.0 0.2
H 10.3600 14.4894 12.4505 0.2 0.4 0.5
H 14.4304 15.8128 12.3937 0.0 -0.4 0.1
H 14.2781 16.3680 14.8840 0.3 -0.1 -0.2
C 14.7867 13.2813 16.9326 -1.5 0.3 -1.2
C 15.0654 14.0228 18.0702 -1.4 1.5 -0.2
C 15.9887 13.5752 18.9667 0.8 -0.5 0.2
C 16.6445 12.4166 18.5878 1.0 -0.7 1.2
C 16.3958 11.6333 17.4782 0.4 0.1 0.3
C 15.3938 12.0813 16.6363 0.8 0.0 0.5
N 17.7561 11.9628 19.4963 -0.7 -1.3 -2.2
O 18.1555 10.8079 19.3521 -0.1 0.8 0.5
O 18.2187 12.7718 20.2394 0.7 0.8 1.3
H 14.0074 13.6331 16.2271 0.6 -0.1 0.6
H 14.5189 14.9790 18.2398 0.5 -0.9 -0.1
H 16.2457 14.0484 19.9142 -0.2 0.0 -0.4
H 17.0356 10.7634 17.3051 -0.5 0.3 0.0
H 15.1789 11.5194 15.7609 -0.4 -0.2 -0.6
C 8.9417 16.2384 26.3116 1.1 1.0 -0.8
C 7.8353 15.5092 26.5543 -1.2 -1.8 0.1
C 7.8752 14.5862 27.6006 -0.4 0.7 0.2
C 8.9845 14.5433 28.4033 0.4 0.3 0.7
C 10.0757 15.3712 28.2388 0.5 0.3 -0.9
C 10.0765 16.1902 27.0900 -0.3 -0.3 1.5
N 8.9691 13.6520 29.6126 -0.9 0.4 -2.0
O 9.9104 13.7306 30.3483 0.5 -0.2 1.1
O 8.0297 12.8841 29.6975 0.2 0.0 0.6
H 8.9247 16.9305 25.4954 0.0 0.3 -0.4
H 7.0103 15.5950 25.8459 -0.1 -0.1 0.5
H 7.0519 14.0440 28.0005 -0.8 -0.6 -0.5
H 10.8639 15.3063 28.9834 0.1 0.3 -0.3
H 10.8240 16.9151 26.8446 0.8 0.0 0.2
C 11.7660 14.9557 23.4383 0.5 -1.2 0.6
C 10.8968 15.9164 23.0763 -2.0 2.0 -0.2
C 10.8619 16.4523 21.7796 0.8 -0.7 0.6
C 11.8574 15.9182 20.9733 -0.4 1.0 -1.4
C 12.7823 14.9426 21.2946 0.0 0.3 0.0
C 12.6751 14.4244 22.5521 1.0 0.2 0.6
N 11.9419 16.4717 19.6051 -1.1 -0.6 -0.5
O 10.8836 16.8103 19.0823 0.6 0.2 0.3
O 13.0089 16.4722 19.0309 0.3 0.2 0.0
H 11.7584 14.5927 24.4462 0.0 -0.1 0.5
H 10.2001 16.2946 23.8246 0.1 0.0 -0.3
H 10.1832 17.2519 21.4554 0.4 -0.5 0.1
H 13.6019 14.6755 20.6421 -0.2 0.0 -0.2
H 13.4505 13.7962 22.9394 0.1 -0.6 -0.1
C 14.9520 19.4190 22.1978 0.2 -1.2 -0.4
C 14.6587 20.6585 22.6799 0.6 0.6 0.8
C 13.4744 21.2575 22.3682 -1.3 0.7 -0.9
C 12.6326 20.5868 21.4590 0.7 -0.2 0.2
C 12.9401 19.3460 20.9652 -0.2 -0.8 0.6
C 14.0848 18.6970 21.4104 -0.1 0.4 -0.3
N 11.3976 21.1758 20.9533 -0.1 0.4 0.6
O 11.2171 22.3278 21.2610 -0.2 1.2 0.2
O 10.6025 20.5270 20.3138 0.1 -0.6 -0.3
H 15.8840 18.9675 22.4234 0.7 -0.4 0.4
H 15.3971 21.1120 23.3345 -0.3 0.3 -0.1
H 13.2174 22.2519 22.7232 0.0 -0.2 0.0
H 12.2092 18.8999 20.3215 0.0 -0.2 -0.3
H 14.3619 17.6881 21.1345 -0.2 0.1 -0.3
```
Positions in Å, forces in eV/Å.

Values from the calculation:
Multiplicity ... 1
DFT total energy ... -6290.5536 a.u.
Total charge ... 0
HOMO-LUMO gap ... 8.63 eV
Relative energy (zero: lowest compared OMol25 entry of this formula, charge and spin) ... 86.7 kJ/mol
Largest force on an atom ... 12.04 eV/Å

Record 3
Here is a structure of composition C19H27N4OPPdSe2 from OMol25. Energies are from ωB97M-V with the def2-TZVPD basis set.

```
55
Properties=species:S:1:pos:R:3:forces:R:3
Pd -0.2312 -1.1291 -0.3668 -0.1 -0.3 0.1
Se 1.5925 0.0564 0.4765 0.2 0.0 0.1
P 1.5955 1.1902 -1.4011 0.1 0.2 -0.2
Se -0.5674 0.8554 -1.5626 -0.1 0.1 -0.2
C 2.5368 0.4295 -2.7203 -0.1 -0.1 0.0
C 3.7508 0.9939 -3.1081 0.0 0.0 0.0
C 4.5042 0.3758 -4.0946 0.0 0.0 0.0
C 4.0499 -0.7915 -4.6886 0.0 0.0 0.0
C 2.8374 -1.3523 -4.3017 0.0 0.0 0.0
C 2.0797 -0.7470 -3.3170 0.0 0.0 0.0
C 2.0826 2.9009 -1.2735 0.0 -0.1 0.1
C 2.6700 3.3967 -0.1141 0.0 0.0 0.0
C 3.0470 4.7302 -0.0601 0.0 0.0 0.0
C 2.8218 5.5581 -1.1503 0.0 0.0 0.0
C 2.2248 5.0619 -2.3037 0.0 0.0 0.0
C 1.8567 3.7302 -2.3737 0.0 0.0 0.0
H 4.1107 1.9063 -2.6515 0.0 0.0 0.0
H 5.4451 0.8123 -4.3998 0.0 0.0 0.0
H 4.6394 -1.2656 -5.4617 0.0 0.0 0.0
H 2.4821 -2.2565 -4.7764 0.0 0.0 0.0
H 1.1263 -1.1705 -3.0228 0.0 0.0 0.0
H 2.8386 2.7524 0.7400 0.0 0.0 0.0
H 3.5150 5.1205 0.8331 0.0 0.0 0.0
H 3.1138 6.5985 -1.1042 0.0 0.0 0.0
H 2.0524 5.7122 -3.1501 0.0 0.0 0.0
H 1.4069 3.3397 -3.2796 0.0 0.0 0.0
C -2.4487 -0.9596 4.5169 0.0 0.0 0.0
C -1.5354 -1.4276 3.3585 0.0 0.0 0.0
N -1.8962 -0.7408 2.1225 0.0 0.0 0.0
C -3.2250 -1.1635 1.6900 0.0 0.0 0.0
C -4.2470 -0.9633 2.8342 0.0 0.0 0.0
N -3.5586 -0.1556 3.8991 0.0 0.0 0.0
C -3.0075 1.1131 3.3083 0.0 0.0 0.0
C -1.8787 0.7036 2.3344 0.0 0.0 0.0
H -1.9376 -0.3069 5.2227 0.0 0.0 0.0
H -2.9014 -1.7836 5.0651 0.0 0.0 0.0
H -1.6319 -2.5014 3.2005 0.0 0.0 0.0
H -0.4942 -1.2168 3.5997 0.0 0.0 0.0
H -3.1892 -2.2087 1.3865 0.0 0.0 0.0
H -3.5070 -0.5765 0.8158 0.0 0.0 0.0
H -4.5583 -1.8987 3.2965 0.0 0.0 0.0
H -5.1332 -0.4132 2.5235 0.0 0.0 0.0
H -4.2353 0.0839 4.6220 0.0 0.0 0.0
H -2.6582 1.7351 4.1302 0.0 0.0 0.0
H -3.8349 1.6184 2.8127 0.0 0.0 0.0
H -0.9021 0.9852 2.7277 0.0 0.0 0.0
H -2.0004 1.2102 1.3772 0.0 0.0 0.0
N -2.1694 -5.0267 -1.1483 0.0 0.0 0.0
C -1.1597 -4.2633 -0.6992 0.1 0.0 -0.1
N -0.0057 -4.8762 -0.3672 0.0 0.0 0.0
O -1.3109 -3.0310 -0.5733 -0.1 0.1 0.2
H -2.0839 -6.0170 -1.2927 0.0 0.0 0.0
H -3.0139 -4.5684 -1.4411 0.0 0.0 0.0
H 0.1529 -5.8514 -0.5521 0.0 0.0 0.0
H 0.7901 -4.3077 -0.1375 0.0 0.0 0.0
```
Positions in Å, forces in eV/Å.

Values from the calculation:
Multiplicity ... 1
DFT total energy ... -6306.1394 a.u.
Total charge ... +2
HOMO-LUMO gap (spin up / spin down) ... 6.91 / 6.91 eV
Largest force on an atom ... 0.37 eV/Å